(1)
Computed, not measured: 2 unconnected molecules or ions with the total composition C3H6 in a non-equilibrium geometry, with ωB97M-V with the def2-TZVPD basis set.

As for the HOMO-LUMO gap: 5.7 eV. The electronic energy is -3200.8976 eV. Its energy above the lowest of the compared OMol25 structures with the same formula, charge and spin is 633.1 kJ/mol.

ORCA input file:
```
! RIJCOSX wB97M-V def2-TZVPD def2/J DEFGRID3
* xyz 0 1
C -1.1316 0.3930 0.3892
C -0.0386 0.1478 -0.4244
C 1.1649 -0.5092 -0.0525
H -2.0522 0.3017 -0.1826
H 0.9682 1.4234 0.7174
H -1.1986 -0.1153 1.3848
H -0.2860 0.2058 -1.5091
H 1.2627 -1.2368 -0.8490
H 1.3380 -0.7687 0.9648
*
```

So, what does the Löwdin scheme give us? The charges, in e, come out as: atom 1 (C): -0.12, atom 2 (C): -0.41, atom 3 (C): 0.01, atom 4 (H): 0.03, atom 5 (H): 0.23, atom 6 (H): 0.06, atom 7 (H): 0.10, atom 8 (H): 0.07, atom 9 (H): 0.03


(2)
Computed, not measured: a molecular structure, C3H6AgO3 in a non-equilibrium geometry, with ωB97M-V with the def2-TZVPD basis set.

As for the HOMO-LUMO gap (alpha / beta): 8.6 / 6.8 eV. The electronic energy is -13337.5586 eV. Its energy above the lowest of the compared OMol25 structures with the same formula, charge and spin is 0.0 kJ/mol.

ORCA input file:
```
! RIJCOSX wB97M-V def2-TZVPD def2/J DEFGRID3
* xyz 1 3
H -0.9922 -0.1124 0.7651
O -0.5269 1.5438 -1.6931
C -0.8762 1.5097 -0.5572
O -1.7254 2.0141 0.1757
Ag -3.0930 3.5000 0.3308
O -0.2825 0.2995 0.2266
C 0.6013 -0.6762 -0.4227
C 1.2682 -1.5187 0.6315
H 1.3069 -0.0649 -0.9908
H -0.0172 -1.2665 -1.1084
H 1.8562 -0.9010 1.3213
H 1.9449 -2.2177 0.1230
H 0.5358 -2.1096 1.1982
*
```

So, what does the Löwdin scheme give us? The charges, in e, come out as: atom 1 (H): 0.20, atom 2 (O): 0.20, atom 3 (C): -0.57, atom 4 (O): -0.17, atom 5 (Ag): 0.91, atom 6 (O): 0.05, atom 7 (C): -0.15, atom 8 (C): -0.04, atom 9 (H): 0.14, atom 10 (H): 0.15, atom 11 (H): 0.10, atom 12 (H): 0.11, atom 13 (H): 0.09


(3)
Computed, not measured: a molecular structure, C3H6AsF7O3Rb in a non-equilibrium geometry, with ωB97M-V with the def2-TZVPD basis set.

As for the HOMO-LUMO gap: 4.3 eV. The electronic energy is -89869.8128 eV. Its energy above the lowest of the compared OMol25 structures with the same formula, charge and spin is 394.9 kJ/mol.

ORCA input file:
```
! RIJCOSX wB97M-V def2-TZVPD def2/J DEFGRID3
* xyz -1 1
Rb -1.2778 2.7611 -0.6787
As -2.2166 1.6290 6.2380
F -1.4787 3.2448 6.0086
F -2.7034 1.9633 8.0069
F -3.0969 0.0606 6.4403
F -1.6726 1.2174 4.5664
F -0.6384 0.9414 6.8619
F -3.7844 2.3394 5.7043
F -5.4057 3.7095 0.7747
C 0.9239 -3.1906 -2.3368
O 1.9125 -2.6522 -3.1746
C 1.7468 -1.4607 -3.7525
O 0.7949 -0.6682 -3.4590
O 2.8070 -1.2133 -4.4200
C 2.9501 0.0641 -5.0081
H 0.6429 -2.5781 -1.4801
H 1.4147 -4.0489 -1.8780
H 0.0540 -3.3731 -2.9676
H 3.8982 0.3075 -5.4877
H 2.9018 0.7317 -4.1478
H 2.2278 0.2154 -5.8102
*
```

So, what does the Löwdin scheme give us? The charges, in e, come out as: atom 1 (Rb): 0.90, atom 2 (As): 0.95, atom 3 (F): -0.31, atom 4 (F): -0.35, atom 5 (F): -0.32, atom 6 (F): -0.32, atom 7 (F): -0.33, atom 8 (F): -0.30, atom 9 (F): -0.93, atom 10 (C): -0.05, atom 11 (O): -0.01, atom 12 (C): -0.59, atom 13 (O): 0.05, atom 14 (O): 0.04, atom 15 (C): -0.03, atom 16 (H): 0.10, atom 17 (H): 0.10, atom 18 (H): 0.10, atom 19 (H): 0.09, atom 20 (H): 0.10, atom 21 (H): 0.10


(4)
Computed, not measured: C3H6B2F4O2 in the gas phase in a non-equilibrium geometry, with ωB97M-V with the def2-TZVPD basis set.

As for the HOMO-LUMO gap: 9.4 eV. The electronic energy is -19526.1124 eV. Its energy above the lowest of the compared OMol25 structures with the same formula, charge and spin is 0.0 kJ/mol.

ORCA input file:
```
! RIJCOSX wB97M-V def2-TZVPD def2/J DEFGRID3
* xyz 0 1
C 2.3636 -0.2704 0.6828
O 1.9929 1.0925 0.5400
B 0.8111 1.2937 -0.1380
O 0.8749 1.7953 -1.4217
B -0.6860 0.9761 0.5912
C -1.8938 0.1548 -0.0745
F -2.2951 0.7323 -1.2112
F -2.9770 0.1723 0.7609
C -1.6100 -1.3414 -0.3208
F -0.3535 -1.6469 0.0340
F -1.7881 -1.6471 -1.5983
H 2.2835 -0.8302 -0.2421
H 1.7431 -0.7669 1.4195
H 3.3809 -0.3403 1.0193
H 1.3394 1.1470 -1.9727
H -0.8921 1.4253 1.6733
H -2.2940 -1.9461 0.2581
*
```

So, what does the Löwdin scheme give us? The charges, in e, come out as: atom 1 (C): -0.08, atom 2 (O): 0.02, atom 3 (B): -0.56, atom 4 (O): 0.15, atom 5 (B): 0.21, atom 6 (C): -0.45, atom 7 (F): 0.12, atom 8 (F): 0.06, atom 9 (C): -0.33, atom 10 (F): 0.09, atom 11 (F): 0.12, atom 12 (H): 0.09, atom 13 (H): 0.09, atom 14 (H): 0.09, atom 15 (H): 0.12, atom 16 (H): 0.09, atom 17 (H): 0.17


(5)
Computed, not measured: a molecular structure, C3H6BCl2Li in a non-equilibrium geometry, with ωB97M-V with the def2-TZVPD basis set.

As for the HOMO-LUMO gap: 6.8 eV. The electronic energy is -29132.0467 eV.

ORCA input file:
```
! RIJCOSX wB97M-V def2-TZVPD def2/J DEFGRID3
* xyz 0 1
B 2.1781 0.1835 0.2238
C 0.6731 -0.4883 0.2928
Cl 0.4146 -2.0288 1.2651
C -0.4332 0.0823 -0.3863
C -1.8878 -0.5467 -0.3172
Cl -0.1652 1.6304 -1.3502
H 2.1175 1.2631 0.7575
H 2.9243 -0.4629 0.9131
H 2.6049 0.2376 -0.8895
H -2.4694 -0.3341 -1.2799
H -1.8951 -1.6604 -0.1289
H -2.5107 -0.0469 0.5106
Li -1.5512 2.1711 0.3892
*
```

So, what does the Löwdin scheme give us? The charges, in e, come out as: atom 1 (B): -0.49, atom 2 (C): -0.60, atom 3 (Cl): 0.55, atom 4 (C): -0.74, atom 5 (C): -0.17, atom 6 (Cl): 0.53, atom 7 (H): -0.01, atom 8 (H): -0.01, atom 9 (H): 0.00, atom 10 (H): 0.08, atom 11 (H): 0.06, atom 12 (H): 0.06, atom 13 (Li): 0.75


(6)
Computed, not measured: 2 unconnected molecules or ions with the total composition C3H6BClN4O6P in a non-equilibrium geometry, with ωB97M-V with the def2-TZVPD basis set.

As for the HOMO-LUMO gap: 3.0 eV. The electronic energy is -43944.3367 eV.

ORCA input file:
```
! RIJCOSX wB97M-V def2-TZVPD def2/J DEFGRID3
* xyz -1 1
O 1.0427 -2.7342 -1.8540
B 0.1784 -3.2051 -0.8659
O 0.0989 -4.5888 -0.6952
N -0.6590 -2.3614 -0.0360
C -0.5890 -1.0153 0.0750
N -1.3748 -0.2367 0.8376
C -0.9616 1.0601 0.6798
N 0.0923 1.0560 -0.2302
P 1.0422 2.3627 -0.8546
O 1.0457 2.2599 -2.5322
Cl 3.0160 1.7494 -0.3669
N 0.3044 -0.2469 -0.5807
H 0.5556 -2.5561 -2.6636
H -0.6902 -4.7908 -0.1836
H -1.3686 -2.7998 0.5318
H -1.3354 1.9992 1.1638
H 1.1279 1.3486 -2.8491
H 1.0537 -0.4539 -1.2206
C -0.6781 3.3008 2.9211
O -1.8781 3.2944 2.4902
O 0.2717 2.7265 2.2182
O -0.2946 3.8314 4.0149
*
```

So, what does the Löwdin scheme give us? The charges, in e, come out as: atom 1 (O): 0.15, atom 2 (B): -0.66, atom 3 (O): 0.16, atom 4 (N): 0.24, atom 5 (C): -0.35, atom 6 (N): 0.16, atom 7 (C): -0.05, atom 8 (N): -0.28, atom 9 (P): 0.68, atom 10 (O): -0.36, atom 11 (Cl): 0.15, atom 12 (N): 0.09, atom 13 (H): 0.11, atom 14 (H): 0.09, atom 15 (H): 0.15, atom 16 (H): 0.09, atom 17 (H): 0.02, atom 18 (H): 0.13, atom 19 (C): -0.99, atom 20 (O): -0.17, atom 21 (O): -0.21, atom 22 (O): -0.15


(7)
Computed, not measured: C3H6BClO2 in the gas phase in a non-equilibrium geometry, with ωB97M-V with the def2-TZVPD basis set.

As for the HOMO-LUMO gap (alpha / beta): 7.0 / 7.0 eV. The electronic energy is -20500.2429 eV. Its energy above the lowest of the compared OMol25 structures with the same formula, charge and spin is 394.8 kJ/mol.

ORCA input file:
```
! RIJCOSX wB97M-V def2-TZVPD def2/J DEFGRID3
* xyz 0 1
B -1.2437 -0.9151 0.2122
C 2.5196 0.8302 -0.4287
C 1.1780 0.6153 -0.2447
C 0.4390 -0.6366 -0.0360
O -2.1905 0.0594 0.1455
O -1.5476 -2.1694 -0.4672
Cl 1.4872 -2.0047 0.2533
H 2.9407 1.7269 -0.7492
H 3.3319 0.0136 -0.2082
H 0.5504 1.4914 -0.5124
H -0.9606 -0.8743 1.5902
H -2.9014 -0.0834 -0.3912
H -2.5644 -2.4143 -0.4752
*
```

So, what does the Löwdin scheme give us? The charges, in e, come out as: atom 1 (B): -0.88, atom 2 (C): 0.06, atom 3 (C): -0.20, atom 4 (C): -0.38, atom 5 (O): 0.11, atom 6 (O): -0.04, atom 7 (Cl): 0.72, atom 8 (H): 0.04, atom 9 (H): 0.09, atom 10 (H): 0.12, atom 11 (H): 0.19, atom 12 (H): 0.04, atom 13 (H): 0.14


(8)
Computed, not measured: a molecular structure, C3H6BClO3 in a non-equilibrium geometry, with ωB97M-V with the def2-TZVPD basis set.

As for the HOMO-LUMO gap (alpha / beta): 8.9 / 7.2 eV. The electronic energy is -22546.9800 eV. Its energy above the lowest of the compared OMol25 structures with the same formula, charge and spin is 460.3 kJ/mol.

ORCA input file:
```
! RIJCOSX wB97M-V def2-TZVPD def2/J DEFGRID3
* xyz 0 1
B -1.6392 -0.1952 0.9593
C -0.7962 0.8623 0.2582
C 0.6721 -0.1011 -0.5076
C 1.9974 0.6021 -0.7221
O -1.7391 -1.4988 0.5018
O -2.4165 0.2387 1.9386
O 2.7432 0.2703 -1.8553
Cl 0.2525 -1.3871 -1.4214
H -0.3719 1.6909 0.7603
H 1.7156 1.6398 -0.8495
H 2.6625 0.4507 0.2578
H -2.4642 -2.0357 0.7952
H -2.9560 -0.4333 2.5558
H 2.3397 -0.1037 -2.6709
*
```

So, what does the Löwdin scheme give us? The charges, in e, come out as: atom 1 (B): -0.87, atom 2 (C): 0.19, atom 3 (C): -0.56, atom 4 (C): -0.34, atom 5 (O): 0.06, atom 6 (O): 0.14, atom 7 (O): -0.10, atom 8 (Cl): 0.82, atom 9 (H): 0.02, atom 10 (H): 0.11, atom 11 (H): 0.17, atom 12 (H): 0.09, atom 13 (H): 0.19, atom 14 (H): 0.09


(9)
Computed, not measured: a molecular structure, C3H6BF3 in a non-equilibrium geometry, with ωB97M-V with the def2-TZVPD basis set.

As for the HOMO-LUMO gap: 10.5 eV. The electronic energy is -12036.2843 eV. Its energy above the lowest of the compared OMol25 structures with the same formula, charge and spin is 69.5 kJ/mol.

ORCA input file:
```
! RIJCOSX wB97M-V def2-TZVPD def2/J DEFGRID3
* xyz 0 1
B -0.3355 -0.0197 0.0359
C -0.9123 -1.4587 -0.2646
C -0.8774 1.3269 0.3203
C 1.6714 0.0240 0.0198
F 2.2883 1.0994 0.5979
F 2.0768 0.0081 -1.2720
F 2.1252 -1.0789 0.6863
H -1.7302 -1.7381 0.5223
H -0.1461 -2.2411 -0.4405
H -1.3375 -1.2785 -1.2410
H -1.9851 1.5337 0.1645
H -0.2760 1.9705 -0.4100
H -0.5616 1.8525 1.2811
*
```

So, what does the Löwdin scheme give us? The charges, in e, come out as: atom 1 (B): -0.18, atom 2 (C): -0.04, atom 3 (C): -0.05, atom 4 (C): -0.48, atom 5 (F): 0.07, atom 6 (F): 0.08, atom 7 (F): 0.07, atom 8 (H): 0.11, atom 9 (H): 0.07, atom 10 (H): 0.06, atom 11 (H): 0.09, atom 12 (H): 0.11, atom 13 (H): 0.11